Below is C4H6O2 in the gas phase, with properties calculated with ωB97M-V/def2-TZVPD.

XYZ file:
```
12
Properties=species:S:1:pos:R:3:forces:R:3:mulliken_charge:R:1
C 0.498571 0.887564 1.278144 -0.287 0.273 -0.930 -1.054
C -0.115482 -0.693526 0.502009 0.905 2.749 0.481 -0.014
O -1.397391 -0.664752 -0.086194 -0.117 0.315 0.443 -0.395
C -0.866141 -0.462153 -1.420501 0.075 -0.079 -0.014 -0.257
C 0.544956 -0.676522 -0.835444 0.571 0.223 0.062 0.430
O 1.664569 -0.658022 -1.260510 -0.437 -0.128 0.106 -0.550
H 1.560327 0.946217 1.019415 -0.320 0.032 -0.231 0.300
H -0.130010 1.622548 0.804626 0.103 0.582 -0.153 0.321
H 0.412940 0.994585 2.389838 -0.304 -0.692 -0.931 0.332
H 0.114783 -0.687807 1.545615 -0.452 -3.068 0.703 0.422
H -1.041817 0.566260 -1.772070 0.156 -0.262 0.124 0.204
H -1.245305 -1.174391 -2.164927 0.108 0.055 0.339 0.261
```
Positions in Å, forces in eV/Å.

Calculated values
total energy = -306.35161 a.u.
LUMO = 0.73 eV
structure (SMILES) = C[C@H]1OCC1=O
strongest force on any atom = 0.062 hartree/bohr
gap between HOMO and LUMO = 9.8074 eV
multiplicity = 1
highest occupied orbital energy = -9.1 eV

***

Below is C5H8ClNO in the gas phase, with properties calculated with ωB97M-V/def2-TZVPD.

XYZ file:
```
16
Properties=species:S:1:pos:R:3:forces:R:3:mulliken_charge:R:1
C 1.669827 0.749932 0.424809 -2.238 2.006 -2.262 -0.387
C 0.208674 0.361891 0.894317 0.896 3.217 3.547 -0.725
C -1.739448 0.808980 -0.512365 -0.348 0.883 2.323 -0.066
C -1.785142 2.178075 -0.251834 2.630 -1.793 -1.402 -0.640
C -1.342983 -1.473950 0.308067 -0.700 -0.825 2.848 0.123
H 2.179392 1.144523 1.269821 0.580 -0.288 0.894 0.412
H 1.511259 1.736211 -0.200694 0.655 -2.217 0.458 0.169
H -0.284828 1.532011 1.127627 1.755 -3.468 0.008 0.155
H 0.327054 -0.126182 1.926680 -0.410 0.304 -1.520 0.373
H -2.760793 0.519842 -0.880033 1.743 -0.997 0.217 0.260
H -2.724040 2.472226 -0.754911 0.903 1.147 0.668 0.254
H -0.814620 2.867413 0.028556 -3.119 -1.571 -0.706 0.229
H -1.022463 -2.083645 1.299691 0.331 1.328 -2.178 0.224
N -0.789173 -0.230667 0.122510 -2.122 2.185 -2.770 0.320
O -2.335244 -1.843176 -0.257054 0.120 -0.351 -0.619 -0.504
Cl 2.689979 -0.438347 -0.458579 -0.675 0.441 0.494 -0.196
```
Positions in Å, forces in eV/Å.

Calculated values
total energy = -785.38547 a.u.
LUMO = 0.75 eV
structure (SMILES) = C=CN(C=O)CCCl
strongest force on any atom = 0.095 hartree/bohr
gap between HOMO and LUMO = 10.2738 eV
multiplicity = 1
highest occupied orbital energy = -9.5 eV

***

Below is a molecular structure, C26H26N2OPRu, with properties calculated with ωB97M-V/def2-TZVPD.

XYZ file:
```
57
Properties=species:S:1:pos:R:3:forces:R:3:lowdin_spin:R:1
Ru -1.230245 -0.481716 0.153002 1.370 1.828 3.791 0.797
C 5.625719 -1.333175 0.802588 -0.021 -0.002 0.017 -0.001
C 4.932832 -0.628717 1.778315 -0.017 0.020 0.034 0.000
C 3.607543 -0.287274 1.567155 -0.007 -0.048 -0.079 -0.001
C 2.981366 -0.642842 0.368491 -0.193 -0.344 0.894 -0.004
C 3.673383 -1.356856 -0.608199 0.005 0.162 -0.051 -0.001
C 5.002175 -1.683433 -0.387850 0.016 -0.017 -0.051 0.000
P 1.271528 -0.120657 0.165863 -0.912 0.007 -1.497 -0.018
C 0.649332 -1.094798 -1.232590 -0.014 -0.047 -0.275 -0.004
C 0.777268 -2.504588 -1.167129 0.078 -0.051 -0.343 0.016
C 0.354394 -3.287499 -2.214514 0.004 0.006 0.095 -0.003
C -0.224937 -2.697721 -3.345930 -0.014 0.009 -0.030 0.009
C -0.404677 -1.333293 -3.405522 -0.145 -0.039 -0.027 0.001
C 0.018047 -0.518049 -2.347731 -0.138 -0.024 0.172 0.006
C 1.315276 1.569559 -0.425468 0.201 -0.073 0.143 -0.002
C 2.447428 2.200556 -0.876077 -0.038 0.048 -0.056 0.007
C 2.362630 3.527183 -1.340403 0.097 -0.033 -0.048 -0.006
C 1.171081 4.197247 -1.305035 -0.022 0.037 0.024 0.008
C 0.003071 3.583144 -0.792547 -0.038 -0.074 0.063 0.002
C -1.224667 4.275457 -0.650895 0.024 0.067 -0.001 0.056
C -2.307170 3.667336 -0.080826 -0.024 0.026 0.257 0.000
C -2.221202 2.329822 0.360545 -0.020 0.156 -0.057 0.059
C -1.079631 1.591288 0.147652 -0.615 -1.144 -0.499 0.040
C 0.077245 2.235368 -0.365670 0.065 0.233 0.010 0.022
H 6.654643 -1.619751 0.974334 0.007 0.040 -0.022 0.000
H 5.419535 -0.356235 2.704950 0.001 -0.004 -0.011 0.000
H 3.055292 0.254654 2.326565 0.062 0.012 0.027 0.000
H 3.195249 -1.631583 -1.538411 0.045 -0.014 -0.009 0.000
H 5.554029 -2.214566 -1.151776 -0.014 -0.022 0.015 0.000
H 1.252128 -2.955613 -0.302325 -0.012 -0.025 -0.010 0.000
H 0.455354 -4.363551 -2.154510 0.068 0.013 -0.061 0.000
H -0.525057 -3.316262 -4.181399 -0.022 -0.014 0.029 0.000
H -0.851299 -0.882990 -4.281980 0.008 0.022 0.017 0.000
H -0.030646 0.559668 -2.446355 -0.012 0.006 0.018 0.001
H 3.398759 1.683285 -0.881683 0.007 0.027 0.002 0.000
H 3.250587 4.014743 -1.719532 -0.015 0.001 0.012 0.000
H 1.113869 5.220870 -1.654302 -0.011 0.002 0.031 0.000
H -1.282279 5.314704 -0.950360 -0.005 -0.037 -0.090 0.003
H -3.230958 4.212567 0.059509 0.018 0.015 0.008 -0.001
H -3.071886 1.910313 0.884937 -0.069 -0.025 -0.169 0.003
N -3.536867 -0.667617 0.087659 0.901 -0.007 -0.653 0.005
C -4.279096 -1.244282 1.234466 -0.120 0.186 0.065 0.000
C -3.919326 -0.553475 2.534141 0.050 -0.152 -0.044 0.000
C -2.567921 -0.986162 3.068578 -0.107 0.134 0.227 -0.001
N -1.470171 -0.245394 2.411647 -0.167 -0.236 -1.308 -0.011
H -3.895402 0.264163 -0.100117 0.008 -0.012 -0.097 0.001
H -3.738084 -1.218238 -0.743445 -0.133 0.092 -0.041 0.000
H -4.051513 -2.307362 1.302032 -0.054 -0.014 -0.049 0.000
H -5.351130 -1.148836 1.059112 0.007 -0.029 -0.133 0.000
H -4.682649 -0.792084 3.273649 -0.008 0.012 0.010 0.000
H -3.934931 0.532924 2.400268 -0.115 -0.009 0.118 0.000
H -2.417988 -2.051201 2.889918 0.047 -0.009 0.085 0.000
H -2.534737 -0.830320 4.147984 0.165 0.066 -0.006 -0.001
H -0.573526 -0.557314 2.770134 0.035 0.099 0.023 0.000
H -1.552056 0.748352 2.605633 0.081 0.007 0.016 0.001
O -1.971732 -3.403982 0.006831 0.129 -0.513 0.718 0.000
C -1.458000 -2.575765 0.566641 -0.420 -0.317 -1.202 0.018
```
Positions in Å, forces in eV/Å.

Calculated values
total energy = -1626.79417 a.u.
LUMO (alpha / beta) = -7.40 / -8.00 eV
charge = +2
strongest force on any atom = 0.086 hartree/bohr
gap between HOMO and LUMO (alpha / beta) = 6.5851 / 5.9845 eV
multiplicity = 2
highest occupied orbital energy (alpha / beta) = -14.0 / -14.0 eV

***

What energy relative to the best compared isomer or geometry (same formula, charge and spin) values result from the calculations? In sequence: 406.14, 374.27, 261.92 kJ/mol.